Record 1
A 2-piece molecular cluster, C18H9F6N2O4S2 overall, computed with ωB97M-V/def2-TZVPD.

Each line ends with the Mulliken charge.
CARTESIAN COORDINATES (ANGSTROEM)
F (-3.660, 1.361, -3.796)  -0.2285
C (-2.492, 1.712, -3.227)  0.6293
F (-1.982, 2.782, -3.870)  -0.2400
F (-2.725, 2.051, -1.933)  -0.2199
S (-1.294, 0.281, -3.372)  0.8416
C (-0.016, 0.708, -2.257)  -1.0570
C (1.290, 0.378, -2.723)  0.5656
C (2.362, 1.270, -2.478)  -0.3342
C (3.656, 0.932, -2.831)  -0.5833
C (3.935, -0.315, -3.409)  0.4737
C (5.289, -0.713, -3.693)  0.0721
N (6.398, -1.030, -3.903)  -0.6185
C (2.870, -1.172, -3.737)  -0.8975
C (1.567, -0.840, -3.411)  -0.5780
O (-2.054, -0.841, -2.842)  -0.7021
O (-0.831, 0.261, -4.742)  -0.6359
H (-0.183, 1.608, -1.668)  0.8549
H (2.134, 2.228, -2.006)  0.3503
H (4.483, 1.620, -2.646)  0.3945
H (3.082, -2.112, -4.255)  0.3772
H (0.756, -1.540, -3.633)  0.3684
F (-2.385, -0.072, 8.271)  -0.2321
C (-2.056, 0.076, 6.951)  0.7033
F (-3.062, 0.745, 6.325)  -0.2291
F (-0.927, 0.831, 6.867)  -0.2297
S (-1.809, -1.554, 6.240)  -0.1262
N (-1.434, -0.996, 4.664)  -0.0646
C (-0.100, -0.841, 4.211)  0.4324
O (0.905, -0.989, 4.877)  -0.6054
C (-0.268, -0.514, 2.771)  0.4102
C (-1.619, -0.568, 2.441)  0.3622
C (-2.057, -0.475, 1.134)  -1.1733
C (-1.065, -0.369, 0.155)  0.2370
C (0.294, -0.240, 0.482)  0.3202
C (0.718, -0.337, 1.815)  -1.2874
C (-2.414, -0.928, 3.643)  0.5021
O (-3.598, -1.158, 3.769)  -0.6033
H (-3.122, -0.500, 0.894)  0.4662
H (-1.385, -0.393, -0.882)  0.6928
H (1.025, -0.063, -0.305)  0.1493
H (1.770, -0.285, 2.106)  0.4427

Summary:
multiplicity = 1
total charge = -1
molecular weight = 495.402 Da
energy above the lowest of the compared OMol25 structures with the same formula, charge and spin = 0.0 kcal per mole
HOMO = -4.2286 eV
Kohn-Sham gap = 5.71 eV
E_LUMO = 1.479 eV
E = -67958.8708 eV

---

Record 2
A 13-piece molecular cluster, C39H93N11O17S2 overall, computed with ωB97M-V/def2-TZVPD.

Each line ends with the Mulliken charge.
CARTESIAN COORDINATES (ANGSTROEM)
O (-23.646, -14.174, -1.802)  -0.7109
S (-24.940, -13.592, -1.675)  1.2724
O (-25.118, -12.530, -0.759)  -0.5089
O (-25.428, -12.952, -3.063)  -0.2871
C (-24.992, -13.664, -4.322)  -0.3620
C (-23.982, -12.729, -4.994)  -0.7991
C (-26.147, -14.817, -1.349)  -0.9224
H (-25.912, -13.964, -4.861)  0.3416
H (-24.494, -14.560, -3.919)  0.3425
H (-23.233, -12.595, -4.197)  0.0996
H (-24.442, -11.786, -5.309)  0.2858
H (-23.401, -13.151, -5.839)  0.3478
H (-26.052, -15.228, -0.323)  0.1691
H (-25.901, -15.555, -2.056)  0.3824
H (-27.146, -14.400, -1.504)  0.3160
O (-21.421, -6.931, -3.580)  -0.6392
S (-20.667, -7.553, -2.544)  1.0469
O (-21.182, -7.436, -1.214)  -0.5651
O (-20.550, -9.112, -2.949)  -0.3862
C (-20.681, -10.149, -1.986)  -0.7179
C (-22.092, -10.458, -1.542)  0.3798
C (-18.924, -6.990, -2.566)  -0.9683
H (-20.057, -10.004, -1.119)  0.3245
H (-20.262, -11.012, -2.481)  0.4709
H (-21.971, -11.306, -0.893)  -0.1792
H (-22.763, -10.823, -2.320)  0.2529
H (-22.490, -9.609, -0.968)  -0.1434
H (-18.624, -7.011, -3.626)  0.3648
H (-18.449, -7.706, -1.894)  0.3162
H (-18.918, -5.953, -2.233)  0.3477
C (-23.071, -15.417, 9.754)  -1.1558
C (-23.271, -15.270, 8.223)  0.7488
O (-22.699, -16.022, 7.424)  -0.6301
N (-24.071, -14.248, 7.909)  0.1021
C (-24.467, -13.975, 6.542)  -0.7047
H (-23.528, -16.417, 10.059)  0.2764
H (-23.457, -14.563, 10.409)  0.2407
H (-22.020, -15.457, 10.037)  0.3562
H (-24.366, -13.682, 8.667)  0.0770
H (-25.483, -13.599, 6.634)  0.0985
H (-24.398, -14.955, 6.093)  0.4739
H (-23.939, -13.153, 6.043)  -0.0111
C (-19.242, -11.632, 3.662)  -0.4711
C (-19.653, -11.644, 5.128)  0.5412
O (-19.177, -10.938, 6.001)  -0.7521
N (-20.618, -12.606, 5.401)  0.3978
C (-21.094, -12.859, 6.747)  -0.4840
H (-20.115, -11.749, 2.985)  -0.2765
H (-18.438, -12.361, 3.501)  0.4621
H (-18.921, -10.585, 3.447)  0.2387
H (-20.879, -13.271, 4.670)  0.2438
H (-20.273, -12.603, 7.411)  0.3167
H (-21.220, -13.943, 6.803)  0.4202
H (-21.945, -12.262, 7.063)  -0.4074
C (-28.086, -11.565, 2.066)  -0.8409
C (-27.409, -10.262, 2.367)  0.6014
O (-27.052, -9.471, 1.483)  -0.6450
N (-27.208, -10.083, 3.712)  0.1391
C (-27.494, -10.981, 4.781)  -0.3024
H (-28.788, -11.343, 1.256)  0.4204
H (-28.656, -12.023, 2.911)  0.3036
H (-27.392, -12.297, 1.649)  -0.0439
H (-26.679, -9.297, 4.030)  0.0499
H (-28.535, -11.202, 4.930)  0.5541
H (-27.032, -10.623, 5.688)  -0.1101
H (-26.975, -11.932, 4.567)  -0.2530
C (-21.018, -8.057, 4.094)  -0.1096
C (-21.053, -8.204, 2.639)  0.3524
O (-21.108, -9.340, 2.107)  -0.6881
N (-20.887, -7.128, 1.884)  0.1400
C (-20.960, -5.792, 2.268)  -1.1861
H (-20.708, -8.973, 4.618)  -0.6038
H (-22.019, -7.793, 4.360)  0.0562
H (-20.435, -7.210, 4.503)  0.5775
H (-20.965, -7.440, 0.902)  0.2499
H (-21.729, -5.723, 3.002)  0.3033
H (-21.062, -5.216, 1.399)  0.4061
H (-19.964, -5.501, 2.677)  0.3232
C (-26.172, -6.077, 3.229)  -1.4304
C (-25.052, -6.709, 2.524)  0.5939
O (-24.002, -6.815, 3.160)  -0.4387
N (-25.290, -7.154, 1.279)  -0.1740
C (-24.303, -7.994, 0.539)  -0.4607
H (-26.732, -5.542, 2.437)  0.4622
H (-25.792, -5.353, 3.912)  0.3615
H (-26.891, -6.686, 3.797)  0.2128
H (-26.243, -7.424, 1.128)  0.3813
H (-23.686, -7.311, -0.031)  0.4315
H (-24.940, -8.565, -0.121)  0.4326
H (-23.729, -8.558, 1.257)  -0.3178
C (-18.711, -7.356, 7.049)  -1.0150
C (-19.866, -7.623, 7.944)  0.6881
O (-20.295, -6.758, 8.729)  -0.6483
N (-20.275, -8.961, 7.921)  0.1529
C (-21.439, -9.449, 8.615)  -0.3517
H (-18.811, -7.852, 6.059)  0.1789
H (-17.777, -7.740, 7.507)  0.3288
H (-18.615, -6.262, 6.749)  0.2991
H (-19.697, -9.677, 7.437)  0.3613
H (-21.292, -9.451, 9.700)  0.4701
H (-21.733, -10.424, 8.228)  -0.2720
H (-22.316, -8.813, 8.414)  0.0457
C (-21.446, -16.855, 3.733)  -1.0252
C (-21.205, -15.647, 2.886)  0.4029
O (-21.201, -14.507, 3.410)  -0.7142
N (-21.008, -15.827, 1.595)  -0.1177
C (-20.730, -14.797, 0.572)  -0.5932
H (-21.817, -17.752, 3.214)  0.3937
H (-22.143, -16.557, 4.549)  0.0785
H (-20.578, -17.150, 4.306)  0.3357
H (-21.203, -16.751, 1.176)  0.2874
H (-20.138, -15.356, -0.236)  0.3173
H (-20.137, -13.973, 1.007)  0.1875
H (-21.682, -14.491, 0.135)  0.1086
C (-24.704, -15.037, 1.900)  0.0160
C (-26.122, -15.263, 2.387)  0.8487
O (-26.960, -15.916, 1.731)  -0.7876
N (-26.459, -14.636, 3.536)  0.4395
C (-27.763, -14.755, 4.193)  -0.9639
H (-23.953, -14.944, 2.703)  0.0065
H (-24.621, -14.163, 1.236)  -0.5120
H (-24.544, -15.901, 1.218)  0.5006
H (-25.712, -14.063, 3.907)  -0.5483
H (-27.761, -15.389, 5.052)  0.3080
H (-28.455, -15.171, 3.421)  0.3242
H (-28.190, -13.784, 4.502)  0.2302
C (-24.063, -11.094, 10.027)  -0.6251
C (-25.240, -11.141, 9.036)  0.2560
O (-25.134, -10.996, 7.814)  -0.1573
N (-26.444, -11.539, 9.552)  -0.1865
C (-27.581, -11.698, 8.637)  -0.9508
H (-24.431, -11.289, 11.015)  0.6590
H (-23.586, -10.089, 9.992)  -0.0837
H (-23.351, -11.891, 9.709)  0.0405
H (-26.552, -11.385, 10.536)  0.2569
H (-28.411, -11.964, 9.316)  0.3907
H (-27.480, -12.513, 7.943)  0.1997
H (-27.751, -10.771, 8.155)  0.3227
C (-24.138, -6.252, 9.457)  -1.2179
C (-24.749, -7.594, 9.007)  0.7524
O (-25.280, -8.368, 9.802)  -0.6882
N (-24.705, -7.813, 7.706)  0.4164
C (-24.086, -6.950, 6.756)  -0.6151
H (-24.300, -6.229, 10.527)  0.3430
H (-24.641, -5.412, 8.962)  0.3367
H (-23.081, -6.303, 9.204)  0.2902
H (-25.187, -8.660, 7.430)  -0.1103
H (-24.518, -5.929, 6.809)  0.3883
H (-24.239, -7.373, 5.745)  -0.0655
H (-23.039, -6.930, 6.991)  0.0563
C (-23.222, -11.820, 1.680)  0.8407
C (-23.582, -11.647, 3.177)  0.9638
O (-24.510, -12.284, 3.669)  -0.2580
N (-22.895, -10.716, 3.833)  2.0739
C (-23.118, -10.354, 5.210)  0.4681
H (-24.202, -11.575, 1.254)  -0.0568
H (-22.988, -12.856, 1.635)  -1.0216
H (-22.471, -11.071, 1.407)  -0.3280
H (-22.107, -10.327, 3.291)  -1.0100
H (-23.558, -11.216, 5.608)  -0.2683
H (-23.738, -9.556, 5.586)  -0.6313
H (-22.154, -10.201, 5.680)  -0.2630

Summary:
multiplicity = 1
total charge = 0
molecular weight = 1052.367 Da
HOMO = -8.8573 eV
Kohn-Sham gap = 9.23 eV
E_LUMO = 0.377 eV
E = -114824.5036 eV

---

Record 3
One molecule with the formula C6H10N2O, computed with ωB97M-V/def2-TZVPD.

Each line ends with the Mulliken charge.
CARTESIAN COORDINATES (ANGSTROEM)
C (-0.484, 0.269, -0.602)  -0.1799
C (-0.399, 1.340, -1.648)  -1.4510
C (0.604, -1.616, -0.109)  0.3672
C (0.636, -0.011, 0.459)  0.9397
N (-0.246, -2.457, 0.524)  -0.3541
C (-0.531, 0.638, 1.098)  -0.1425
C (1.853, 0.667, 0.356)  -1.2064
N (-1.482, -0.046, 1.767)  -0.7450
O (1.593, -1.995, -0.710)  -0.6329
H (-1.321, -0.405, -0.771)  0.5121
H (-1.010, -2.043, 1.070)  0.2424
H (-0.096, -3.448, 0.412)  0.2371
H (-2.198, 0.602, 2.094)  0.2372
H (-0.346, 1.710, 1.276)  0.4448
H (-0.080, 0.921, -2.606)  0.3403
H (0.274, 2.155, -1.373)  0.3379
H (-1.392, 1.775, -1.795)  0.3912
H (2.127, 1.446, 1.055)  0.3233
H (2.499, 0.498, -0.497)  0.3388

Summary:
multiplicity = 1
total charge = 0
molecular weight = 126.159 Da
energy above the lowest of the compared OMol25 structures with the same formula, charge and spin = 120.1 kcal per mole
HOMO (spin up / spin down) = -7.6450 / -8.1788 eV
Kohn-Sham gap (spin up / spin down) = 6.91 / 8.05 eV
E_LUMO (spin up / spin down) = -0.735 / -0.127 eV
E = -11406.8810 eV

---

Record 4
One molecule with the formula C3H4N2O, computed with ωB97M-V/def2-TZVPD.

Each line ends with the Mulliken charge.
CARTESIAN COORDINATES (ANGSTROEM)
O (-1.445, 0.672, 1.434)  -0.4753
C (-0.511, 0.335, 0.544)  0.4619
N (0.693, 0.748, 0.468)  -0.5612
C (1.201, -0.004, -0.658)  -0.1338
C (0.135, -0.760, -1.356)  -0.4600
N (-0.853, -0.587, -0.448)  0.0125
H (-1.046, 1.340, 2.013)  0.3706
H (2.078, 0.410, -1.151)  0.4186
H (1.479, -1.069, -0.382)  0.1950
H (-1.731, -1.085, -0.464)  0.1718

Summary:
multiplicity = 1
total charge = 0
molecular weight = 84.078 Da
energy above the lowest of the compared OMol25 structures with the same formula, charge and spin = 59.7 kcal per mole
HOMO = -9.0523 eV
Kohn-Sham gap = 9.66 eV
E_LUMO = 0.606 eV
E = -8201.2965 eV

---

Record 5
C3H9N3O2 as an isolated structure, computed with ωB97M-V/def2-TZVPD.

Each line ends with the Mulliken charge.
CARTESIAN COORDINATES (ANGSTROEM)
C (-0.898, -1.525, 1.381)  -0.8624
C (0.196, -0.186, -0.275)  0.4374
C (0.047, 2.142, -1.142)  -0.7549
H (-1.890, -2.083, 1.386)  0.3123
H (-0.166, -2.575, 1.217)  0.1302
H (-0.497, -1.243, 2.339)  0.3683
H (2.136, -0.300, -0.642)  0.2679
H (1.841, -1.691, 1.239)  0.3423
H (-0.358, 2.851, -1.866)  0.3461
H (1.119, 2.548, -0.884)  0.2528
H (-0.820, 2.627, -0.452)  0.1812
H (-1.842, 0.534, -0.549)  0.3934
N (-0.756, -0.694, 0.301)  -0.2706
N (1.417, -0.516, -0.009)  -0.1186
N (-0.046, 0.648, -1.509)  -0.1441
O (1.965, -0.756, 1.180)  -0.4204
O (-1.446, 0.218, -1.715)  -0.4609

Summary:
multiplicity = 1
total charge = 0
molecular weight = 119.124 Da
energy above the lowest of the compared OMol25 structures with the same formula, charge and spin = 221.3 kcal per mole
HOMO = -8.9493 eV
Kohn-Sham gap = 9.64 eV
E_LUMO = 0.690 eV
E = -11814.4624 eV